ORCA calculation (ωB97M-V/def2-TZVPD) on a cluster of 7 separate species, C43H94F9N2O11P2S3 in total at a distorted geometry.

Each line ends with the Mulliken spin population.
CARTESIAN COORDINATES (ANGSTROEM)
C -3.271527 -2.668649 0.480968  -0.0019
C -2.089979 -1.842469 -0.008179  0.0002
O -0.930016 -2.152502 0.199658  0.0010
N -2.430847 -0.691017 -0.923932  0.0000
H -1.787488 -0.703478 -1.702409  -0.0003
H -3.383833 -0.740877 -1.254736  0.0021
C -2.108310 0.604204 -0.169359  0.0012
H -3.904118 -3.119656 -0.283570  -0.0012
H -4.007189 -1.980250 0.896908  -0.0005
H -2.890408 -3.346619 1.244654  -0.0005
H -2.380828 1.450777 -0.799558  -0.0009
H -1.047480 0.769104 0.019139  0.0001
H -2.775103 0.663476 0.690854  0.0000
C -2.156094 -4.599680 4.799807  0.0000
N -2.824278 -3.768994 6.005978  0.0000
C -4.310084 -4.002488 5.991395  -0.0001
C -2.163738 -4.300763 7.260448  0.0000
C -2.403384 -2.230635 5.865281  0.0000
C -2.902927 -1.388519 4.678882  0.0000
O -2.538590 -1.904850 3.453404  0.0000
H -2.740958 -4.461861 3.890383  0.0000
H -1.848659 -5.630938 4.973246  0.0000
H -1.158819 -4.161704 4.758528  0.0000
H -4.386348 -5.076568 6.160609  0.0000
H -4.775994 -3.654922 5.069316  0.0000
H -4.755577 -3.431946 6.806324  0.0000
H -2.621283 -3.778350 8.100593  0.0000
H -1.099089 -4.068222 7.237088  0.0000
H -2.453049 -5.346852 7.360852  0.0000
H -1.314558 -2.249360 5.912156  0.0000
H -2.765071 -1.778395 6.788732  0.0000
H -2.578652 -0.362393 4.852130  0.0000
H -3.963910 -1.139356 4.697136  0.0000
H -1.807610 -1.363198 3.147003  0.0000
C 0.767066 -6.072842 1.525051  0.0000
C 1.935741 -6.707463 2.433829  -0.0001
C 3.305030 -6.120549 2.162072  0.0001
C 3.507903 -4.621332 2.659495  0.0001
P 4.778100 -3.763247 1.692405  0.0001
C 4.102541 -3.483884 0.047770  -0.0001
C 2.792324 -2.689934 -0.053139  0.0000
C 2.034388 -2.565288 -1.467449  0.0003
C 1.523707 -3.883918 -2.017450  -0.0004
C 6.181929 -4.868111 1.448206  0.0000
C 6.809896 -5.375089 2.803720  0.0000
C 8.080263 -6.244706 2.788374  0.0000
C 9.313519 -5.638884 2.048901  0.0000
C 5.148276 -2.062078 2.398467  -0.0002
C 6.036122 -2.119925 3.619080  0.0001
C 6.215726 -0.793990 4.441101  0.0000
C 7.454337 0.086438 4.137042  0.0000
H -0.230127 -6.367902 1.851664  0.0000
H 0.742187 -6.356271 0.472840  0.0000
H 0.765286 -4.998957 1.711761  0.0000
H 1.878328 -7.761827 2.163406  0.0000
H 1.680136 -6.681990 3.493136  0.0000
H 3.410672 -6.256829 1.085802  0.0000
H 3.990828 -6.823240 2.635366  0.0000
H 3.888007 -4.569435 3.679760  0.0001
H 2.625512 -3.983357 2.609824  -0.0002
H 4.110176 -4.429746 -0.493883  0.0000
H 4.803332 -2.956139 -0.599129  0.0000
H 2.964346 -1.657092 0.249770  0.0000
H 2.060149 -3.093489 0.646264  0.0001
H 2.745059 -2.118104 -2.162489  0.0001
H 1.206240 -1.907279 -1.204198  -0.0002
H 0.903111 -3.647520 -2.881788  -0.0010
H 0.890662 -4.427477 -1.316090  0.0010
H 2.334100 -4.603468 -2.134131  -0.0003
H 6.880187 -4.353485 0.788141  0.0000
H 5.924967 -5.732492 0.835903  0.0000
H 5.998697 -5.915295 3.291810  0.0000
H 7.022929 -4.560947 3.496472  0.0000
H 7.867571 -7.082531 2.124365  0.0000
H 8.314576 -6.603320 3.790665  0.0000
H 10.046680 -6.416670 1.835343  0.0000
H 9.832908 -4.938189 2.702636  0.0000
H 9.101265 -5.140255 1.103169  0.0000
H 4.216094 -1.580061 2.693096  0.0000
H 5.811817 -1.465547 1.772401  0.0000
H 6.999527 -2.418708 3.205943  0.0000
H 5.669091 -2.872809 4.316612  0.0000
H 6.090879 -0.991481 5.505761  0.0000
H 5.373630 -0.124564 4.265459  0.0000
H 8.243364 -0.650685 3.988138  0.0000
H 7.717790 0.753571 4.957787  0.0000
H 7.366024 0.641549 3.203159  0.0000
C -2.906971 11.046439 -0.952171  0.0000
C -2.202386 9.980869 -1.878877  0.0000
C -2.294162 8.405965 -1.606046  0.0000
C -1.835848 7.657861 -2.906395  -0.0001
P -1.896175 5.826630 -2.830149  0.0000
C -1.699060 5.180149 -4.558987  -0.0002
C -0.541597 5.835597 -5.357912  -0.0001
C -0.519504 5.191560 -6.823165  0.0000
C 0.736875 5.654595 -7.668337  0.0000
C -0.624951 5.418771 -1.647125  0.0001
C 0.779544 6.087963 -1.826922  0.0000
C 1.857036 5.462516 -0.907619  -0.0001
C 1.449826 5.498950 0.611815  0.0000
C -3.504164 5.245212 -2.276651  0.0000
C -3.629648 3.743155 -2.238072  0.0001
C -4.968713 3.237180 -1.762269  0.0017
C -6.095097 4.031946 -2.497362  0.0001
H -3.988992 10.915196 -0.942270  0.0000
H -2.743059 12.080931 -1.253919  0.0000
H -2.509054 10.909223 0.053281  0.0000
H -1.138279 10.214206 -1.915394  0.0000
H -2.547577 10.204266 -2.888352  0.0000
H -3.329075 8.108193 -1.437565  0.0000
H -1.639907 8.190130 -0.761377  0.0000
H -0.807631 7.926077 -3.149154  0.0000
H -2.342560 7.943624 -3.828169  -0.0001
H -2.680723 5.396795 -4.980292  0.0000
H -1.651471 4.092548 -4.504653  0.0001
H 0.391417 5.780998 -4.797030  0.0001
H -0.733104 6.898412 -5.505730  0.0000
H -1.455923 5.588132 -7.215544  0.0000
H -0.500405 4.110102 -6.688302  0.0000
H 1.689191 5.243543 -7.333321  0.0000
H 0.850612 6.738134 -7.635114  0.0000
H 0.609798 5.282265 -8.684861  0.0000
H -0.483047 4.338234 -1.626903  -0.0001
H -0.988303 5.552734 -0.628234  0.0001
H 0.609559 7.162013 -1.751877  0.0000
H 1.094182 5.825309 -2.836927  0.0000
H 2.799569 5.964151 -1.126932  0.0000
H 2.081382 4.464384 -1.283777  0.0000
H 0.667514 4.776311 0.843968  0.0000
H 0.976520 6.471743 0.745077  0.0000
H 2.282376 5.545245 1.313824  0.0000
H -4.220803 5.834676 -2.848546  -0.0001
H -3.569618 5.514486 -1.222457  0.0000
H -2.870014 3.426059 -1.523569  -0.0002
H -3.431763 3.425294 -3.261744  0.0000
H -5.049702 3.341894 -0.680341  0.0000
H -5.098315 2.211377 -2.107278  -0.0017
H -6.261867 5.012215 -2.050869  0.0000
H -7.095326 3.598835 -2.490861  0.0000
H -5.726617 4.124752 -3.518984  0.0000
C -7.115252 -0.265168 -1.140272  -0.0011
F -8.374282 -0.417971 -1.402907  0.0000
F -6.767698 1.028387 -0.833796  0.0001
F -6.789318 -1.008375 -0.024938  -0.0001
S -6.107141 -0.896376 -2.696983  -0.0038
O -4.689747 -0.577430 -2.423058  0.0098
O -6.415534 -2.314159 -2.923762  0.0175
O -6.506248 -0.053505 -3.889158  0.0178
C 1.543426 1.367985 -3.273327  -0.0001
F 2.236090 0.459151 -3.967642  0.0000
F 1.893278 1.434034 -1.954451  0.0000
F 1.798108 2.574071 -3.797813  0.0000
S -0.377611 1.162635 -3.555508  0.0017
O -0.795033 -0.111295 -2.941216  0.0019
O -1.013184 2.316236 -2.852301  -0.0002
O -0.526748 1.147885 -5.021940  0.0000
C -2.724880 -5.662652 -1.952635  -0.0172
F -2.554148 -6.886963 -2.484667  -0.0006
F -3.764940 -5.615390 -1.086331  -0.0010
F -1.667280 -5.287763 -1.253064  -0.0001
S -3.240294 -4.363922 -3.396681  -0.1268
O -2.988886 -3.048502 -2.769413  0.2896
O -2.335233 -4.607705 -4.544000  0.3732
O -4.668507 -4.616261 -3.715651  0.4410

Forces on atoms 1 to 3 (eV/Å):
0.15 1.26 0.30
0.58 -1.96 -0.97
-1.88 1.31 -0.15

Results
Spin multiplicity ... 2
Kohn-Sham gap (spin up / spin down) ... 6.796 / 3.772 eV
Total charge ... +2
E_HOMO (spin up / spin down) ... -11.514 / -11.337 eV
Total energy ... -5407.29440 Eh